{
  "formula": "C4H11FN3",
  "method": "ωB97M-V/def2-TZVPD",
  "largest_force_ha_per_bohr": 0.06648,
  "molar_mass_da": 120.15,
  "e_homo_ev": [-12.97, -12.97],
  "total_charge": 1,
  "homo_lumo_gap_ev": [8.831, 8.830],
  "species": ["C", "C", "C", "C", "N", "N", "N", "F", "H", "H", "H", "H", "H", "H", "H", "H", "H", "H", "H"],
  "coordinates": [[-1.32573, -0.39173, 1.88000], [-0.76686, 1.18144, -1.88258], [1.93688, -0.53762, 0.28585], [0.19478, 0.14362, -1.35601], [0.04121, 0.89764, 0.84762], [0.77498, 0.27763, 0.02344], [-1.88813, -1.46634, 1.47975], [-0.44651, -1.06737, -1.17196], [-1.53594, 0.22781, 2.77500], [-0.22651, 2.12079, -2.10045], [-1.54809, 1.37832, -1.13297], [-1.17106, 0.87005, -2.82250], [2.01455, -0.79999, 1.32462], [1.83886, -1.53476, -0.27437], [2.97838, -0.14082, 0.05195], [0.84911, -0.05218, -2.10512], [0.53459, 1.16514, 1.70984], [-2.77046, -1.80165, 1.78251], [-1.67482, -1.84281, 0.60398]],
  "atomic_forces_ev_per_a": [[2.1, 1.5, -0.2], [0.4, 1.0, 1.6], [1.7, -1.9, -0.6], [-2.1, 0.2, 2.4], [-0.9, -0.6, 1.0], [0.8, 1.5, -2.6], [-0.4, 1.8, 1.0], [-1.3, -1.2, -0.4], [-0.9, -1.1, -0.4], [-0.2, -0.4, 0.3], [0.1, 0.0, -0.5], [-0.3, -0.5, -0.4], [-0.4, 0.0, 0.7], [0.0, 1.5, 0.7], [-1.6, 0.2, -0.2], [3.0, -0.4, -1.6], [-0.2, -0.6, -0.2], [-1.0, -0.4, 1.1], [1.1, -0.7, -1.8]]
}